{
  "formula": "C41H49CaCl2FN4O6SSi",
  "method": "the ωB97M-V functional and the def2-TZVPD basis",
  "gap_ev": 3.163,
  "e_above_lowest_kcal_mol": 60.1,
  "e_tot_ha": -4648.15698,
  "e_lumo_ev": 3.2934,
  "homo_energy_ev": 0.13,
  "charge": -2,
  "multiplicity": 1,
  "mol_weight_g_mol": 884.00,
  "fmax_ev_per_a": 2.9,
  "elements": ["Ca", "N", "C", "C", "C", "C", "C", "C", "C", "C", "N", "C", "H", "H", "H", "H", "H", "H", "H", "H", "C", "C", "C", "C", "C", "C", "C", "F", "C", "C", "C", "O", "C", "C", "N", "C", "C", "O", "O", "H", "H", "H", "H", "H", "H", "H", "H", "H", "H", "H", "C", "C", "C", "C", "O", "Si", "S", "O", "C", "C", "C", "C", "O", "C", "C", "C", "C", "H", "H", "H", "H", "H", "H", "H", "H", "H", "H", "H", "H", "H", "H", "H", "H", "H", "H", "H", "H", "H", "H", "H", "H", "H", "H", "H", "Cl", "C", "C", "C", "C", "C", "Cl", "C", "N", "H", "H", "H"],
  "xyz": [[0.29, -0.96, -0.09], [-0.44, 1.90, 2.26], [-1.27, 1.87, 3.34], [-1.97, 2.97, 3.81], [-2.74, 2.89, 4.98], [-2.87, 1.72, 5.69], [-2.20, 0.56, 5.23], [-2.27, -0.70, 5.86], [-1.62, -1.78, 5.32], [-0.88, -1.60, 4.13], [-0.77, -0.44, 3.54], [-1.40, 0.63, 4.06], [-0.62, 2.54, 1.51], [-0.11, 1.00, 1.95], [-1.91, 3.90, 3.27], [-3.27, 3.77, 5.31], [-3.48, 1.67, 6.58], [-2.86, -0.81, 6.76], [-1.68, -2.75, 5.78], [-0.39, -2.43, 3.64], [7.39, -2.42, 1.93], [7.10, -0.93, 2.10], [7.59, -0.48, 3.47], [7.08, 0.91, 3.82], [5.58, 0.87, 3.81], [4.82, 1.58, 4.72], [3.44, 1.57, 4.61], [2.73, 2.27, 5.52], [2.79, 0.91, 3.61], [3.54, 0.18, 2.68], [2.86, -0.46, 1.54], [1.62, -0.44, 1.49], [3.74, -1.01, 0.54], [5.06, -1.07, 0.78], [5.68, -0.64, 1.92], [4.94, 0.12, 2.82], [3.28, -1.48, -0.85], [4.17, -1.90, -1.60], [2.06, -1.35, -1.12], [8.44, -2.61, 2.13], [7.16, -2.77, 0.92], [6.78, -3.00, 2.64], [7.66, -0.38, 1.33], [8.69, -0.51, 3.48], [7.23, -1.19, 4.23], [7.43, 1.62, 3.07], [7.45, 1.24, 4.79], [5.30, 2.16, 5.50], [1.71, 0.93, 3.50], [5.70, -1.49, 0.01], [-4.52, -0.46, -4.09], [-4.23, -0.22, -2.60], [-3.55, -1.43, -1.98], [-5.54, 0.08, -1.87], [-3.43, 0.95, -2.46], [-1.83, 1.24, -2.75], [-0.72, 1.55, -1.04], [-1.82, 2.57, -3.76], [-2.31, 3.89, -3.59], [-3.42, 4.09, -4.63], [-2.88, 4.19, -2.20], [-1.14, 4.84, -3.87], [-1.34, 0.01, -3.74], [-0.27, -0.11, -4.67], [-0.71, 0.52, -6.00], [-0.05, -1.61, -4.85], [1.01, 0.55, -4.19], [-5.15, -1.34, -4.22], [-3.58, -0.62, -4.61], [-5.02, 0.41, -4.53], [-4.22, -2.30, -2.00], [-3.28, -1.22, -0.94], [-2.64, -1.68, -2.52], [-6.24, -0.74, -2.00], [-5.99, 1.00, -2.26], [-5.34, 0.21, -0.81], [-4.25, 3.42, -4.40], [-3.05, 3.85, -5.63], [-3.79, 5.12, -4.62], [-3.68, 3.49, -1.96], [-3.27, 5.21, -2.17], [-2.10, 4.07, -1.45], [-0.71, 4.62, -4.84], [-0.38, 4.68, -3.10], [-1.46, 5.88, -3.84], [-1.59, -0.01, -6.39], [0.09, 0.47, -6.73], [-0.98, 1.56, -5.82], [-0.96, -2.09, -5.20], [0.23, -2.06, -3.89], [0.75, -1.80, -5.57], [0.85, 1.62, -4.05], [1.81, 0.40, -4.92], [1.33, 0.12, -3.25], [0.65, -4.22, -0.58], [-1.01, -4.56, -0.10], [-1.49, -5.84, -0.21], [-2.80, -6.15, 0.16], [-3.59, -5.12, 0.69], [-3.10, -3.85, 0.81], [-4.12, -2.63, 1.55], [-1.76, -3.41, 0.40], [-1.31, -2.21, 0.47], [-0.85, -6.62, -0.61], [-3.19, -7.15, 0.07], [-4.61, -5.32, 1.01]],
  "lowdin_charge": [1.082, 0.126, -0.249, -0.046, -0.118, -0.083, -0.170, -0.034, -0.058, -0.121, 0.133, -0.159, 0.040, 0.029, 0.101, 0.090, 0.093, 0.104, 0.095, 0.112, -0.043, -0.321, -0.155, -0.134, -0.155, 0.042, -0.259, 0.055, 0.092, -0.026, -0.271, -0.132, -0.002, 0.024, 0.015, -0.083, -0.626, -0.008, -0.229, 0.079, 0.076, 0.094, 0.152, 0.117, 0.128, 0.127, 0.113, 0.122, 0.113, 0.133, -0.033, -0.640, -0.039, -0.040, -0.157, -0.172, 0.267, -0.173, -0.662, -0.037, -0.059, -0.039, -0.160, -0.642, -0.035, -0.024, -0.039, 0.079, 0.066, 0.077, 0.091, 0.054, 0.077, 0.078, 0.074, 0.086, 0.081, 0.079, 0.074, 0.079, 0.080, 0.044, 0.079, 0.084, 0.074, 0.079, 0.077, 0.067, 0.082, 0.090, 0.080, 0.075, 0.084, 0.064, 0.618, -0.621, -0.204, -0.197, -0.207, -0.638, 0.556, -0.622, -0.257, 0.075, 0.054, 0.074]
}


{
  "formula": "C41H50Br3F3N3NaO2S",
  "method": "the ωB97M-V functional and the def2-TZVPD basis",
  "gap_ev": 6.051,
  "e_above_lowest_kcal_mol": 0.0,
  "e_tot_ha": -10489.33278,
  "e_lumo_ev": 3.7391,
  "homo_energy_ev": -2.31,
  "charge": -2,
  "multiplicity": 1,
  "mol_weight_g_mol": 968.63,
  "fmax_ev_per_a": 1.3,
  "elements": ["Na", "Br", "C", "Br", "H", "H", "C", "C", "C", "C", "C", "C", "C", "Br", "C", "O", "C", "C", "C", "C", "C", "C", "H", "H", "H", "H", "H", "H", "H", "H", "H", "H", "H", "H", "H", "H", "H", "H", "H", "H", "H", "H", "C", "C", "N", "C", "C", "C", "S", "N", "C", "O", "C", "C", "C", "C", "C", "C", "H", "H", "H", "H", "H", "H", "H", "H", "H", "H", "H", "H", "H", "H", "H", "F", "C", "F", "F", "C", "C", "C", "C", "C", "C", "C", "C", "H", "H", "H", "H", "C", "C", "C", "C", "C", "N", "H", "H", "H", "H", "H", "H", "H", "H", "H"],
  "xyz": [[1.09, -0.71, -0.05], [2.77, -5.18, -0.98], [1.59, -4.08, 0.08], [-0.04, -5.00, 0.54], [1.31, -3.22, -0.54], [2.11, -3.82, 0.99], [-3.45, 2.02, 5.90], [-4.00, 0.75, 5.23], [-4.13, -0.36, 6.29], [-5.41, 1.06, 4.72], [-3.07, 0.30, 4.11], [-1.77, -0.12, 4.41], [-0.94, -0.57, 3.41], [0.83, -1.11, 3.87], [-1.30, -0.66, 2.02], [-0.48, -1.07, 1.14], [-2.64, -0.22, 1.73], [-3.45, 0.23, 2.77], [-3.14, -0.24, 0.28], [-4.59, 0.21, 0.16], [-2.29, 0.71, -0.58], [-3.04, -1.67, -0.29], [-4.09, 2.33, 6.73], [-3.39, 2.83, 5.17], [-2.44, 1.84, 6.29], [-4.80, -0.05, 7.10], [-3.15, -0.59, 6.73], [-4.52, -1.27, 5.84], [-6.06, 1.33, 5.56], [-5.85, 0.19, 4.21], [-5.41, 1.90, 4.02], [-1.39, -0.08, 5.42], [-4.45, 0.58, 2.51], [-4.73, 1.25, 0.48], [-5.26, -0.43, 0.76], [-4.90, 0.13, -0.89], [-2.37, 1.74, -0.21], [-2.62, 0.68, -1.62], [-1.24, 0.42, -0.55], [-3.63, -2.37, 0.32], [-2.01, -2.02, -0.32], [-3.44, -1.69, -1.32], [0.38, 2.59, -4.06], [1.74, 3.28, -3.89], [2.80, 2.34, -3.53], [3.56, 1.78, -4.63], [4.78, 2.62, -5.00], [3.06, 2.03, -2.21], [4.36, 1.02, -1.80], [2.20, 2.66, -1.37], [1.81, 2.19, -0.19], [1.97, 1.05, 0.29], [0.96, 3.15, 0.63], [0.15, 2.61, 1.63], [-0.70, 3.43, 2.37], [-0.72, 4.80, 2.13], [0.10, 5.34, 1.14], [0.93, 4.52, 0.39], [-0.37, 3.31, -4.42], [0.06, 2.19, -3.10], [0.45, 1.77, -4.78], [1.66, 4.03, -3.11], [2.04, 3.77, -4.82], [2.88, 1.71, -5.49], [3.87, 0.78, -4.36], [4.49, 3.65, -5.22], [5.28, 2.20, -5.88], [5.47, 2.61, -4.16], [0.18, 1.54, 1.81], [-1.34, 2.99, 3.12], [-1.39, 5.44, 2.70], [0.07, 6.41, 0.96], [1.56, 4.92, -0.39], [-2.04, -5.90, -7.96], [-2.56, -6.10, -6.72], [-3.89, -5.86, -6.85], [-2.43, -7.42, -6.46], [-1.93, -5.24, -5.69], [-1.21, -5.77, -4.63], [-0.61, -4.94, -3.70], [-0.71, -3.55, -3.79], [-1.45, -3.02, -4.88], [-2.04, -3.85, -5.81], [-0.09, -2.69, -2.84], [0.46, -1.93, -2.03], [-1.12, -6.85, -4.54], [-0.05, -5.37, -2.87], [-1.53, -1.95, -4.96], [-2.60, -3.43, -6.64], [4.23, 0.64, 2.63], [5.34, -0.34, 2.20], [6.22, 0.29, 1.12], [6.19, -0.76, 3.41], [4.70, -1.57, 1.66], [4.22, -2.54, 1.28], [4.70, 1.56, 3.00], [3.61, 0.21, 3.41], [3.59, 0.89, 1.78], [6.69, 1.19, 1.52], [5.61, 0.57, 0.25], [7.00, -0.41, 0.79], [6.66, 0.14, 3.84], [6.97, -1.46, 3.12], [5.57, -1.23, 4.18]],
  "lowdin_charge": [0.200, 0.516, -1.083, 0.545, -0.081, -0.042, -0.060, -0.568, -0.063, -0.080, -0.211, -0.124, -0.570, 0.732, -0.440, -0.187, -0.083, -0.002, -0.524, -0.086, -0.032, -0.040, 0.074, 0.080, 0.076, 0.073, 0.073, 0.088, 0.075, 0.085, 0.083, 0.090, 0.075, 0.079, 0.080, 0.077, 0.085, 0.084, 0.063, 0.086, 0.059, 0.080, -0.073, -0.235, -0.145, -0.276, -0.100, -0.755, 0.640, 0.082, -0.452, -0.101, -0.116, -0.005, -0.070, -0.111, -0.109, -0.043, 0.065, 0.068, 0.069, 0.097, 0.104, 0.109, 0.072, 0.061, 0.064, 0.047, 0.103, 0.095, 0.088, 0.086, 0.098, 0.108, -0.573, 0.110, 0.111, -0.167, -0.024, -0.022, -0.257, -0.028, -0.036, -0.191, 0.009, 0.110, 0.089, 0.110, 0.113, -0.035, -0.582, -0.069, -0.060, -0.152, 0.202, 0.089, 0.052, 0.070, 0.086, -0.031, 0.085, 0.081, 0.081, 0.084]
}